The following is a DFT calculation (ωB97M-V/def2-TZVPD) of an isolated molecule of C5H12O2.

```
19
Properties=species:S:1:pos:R:3:forces:R:3
C 1.259864 0.228581 -0.186110 0.0 0.0 -0.1
C 2.421187 -0.178744 0.714722 0.0 0.0 0.0
H -2.746435 1.079710 -1.196566 0.1 -0.1 0.1
O -1.456702 1.816567 0.174713 0.1 0.0 0.2
H -0.664747 0.100779 -1.927944 0.0 -0.1 0.1
H 0.952777 1.260354 0.018968 0.1 -0.1 -0.1
H 2.155866 -0.067791 1.769810 0.0 0.0 -0.1
H -1.040638 -1.277950 1.480074 0.1 0.1 0.0
H 2.698336 -1.226866 0.546784 0.0 0.1 0.0
H -2.726030 0.190385 0.326508 0.1 0.1 -0.1
C -2.086151 0.698495 -0.411020 -0.2 -0.2 -0.2
C 0.043823 -0.681120 -0.043878 0.2 0.0 -0.3
C -1.100185 -0.308540 -1.008769 0.0 0.0 0.0
H -1.665049 -1.205346 -1.299645 0.1 0.1 0.1
H 3.303954 0.436945 0.514170 -0.1 -0.1 0.0
H -1.012750 1.467804 0.962003 -0.1 0.2 -0.1
H 1.571396 0.202492 -1.237629 0.0 0.0 0.1
O -0.374775 -0.596537 1.323232 -0.2 -0.2 0.1
H 0.370186 -1.712937 -0.251338 0.0 0.1 0.0
```
Positions in Å, forces in eV/Å.

Computed properties:
HOMO-LUMO gap in eV: 10.725
Structure (SMILES): CC[C@@H](O)CCO
F_max in Eh/bohr: 0.0073
M in g/mol: 104.1
Lowest unoccupied orbital energy in eV: 0.740

The following is a DFT calculation (ωB97M-V/def2-TZVPD) of an isolated molecule of C5H11N2OPS in a non-equilibrium geometry.

```
21
Properties=species:S:1:pos:R:3:forces:R:3
H -1.623880 -0.028061 2.051238 0.6 -0.9 0.0
H 0.820140 -0.846777 -1.484874 0.0 0.5 -1.7
O -0.982231 2.722910 -0.103026 -1.5 0.2 -0.7
C -2.285927 0.460673 1.357246 1.0 3.0 0.3
H -2.280626 -1.417974 -1.359643 -0.3 0.4 -1.4
H 1.276438 -1.740054 -0.176560 0.8 1.5 -0.2
H -3.278603 0.286192 1.657952 -1.5 -0.2 0.6
H 3.617641 -1.348157 -1.336896 -0.8 0.0 0.4
C 3.058042 -0.486069 -0.906360 -1.9 -2.9 -1.5
N -2.171139 0.225600 -0.038081 3.1 4.3 -1.5
H -3.157427 -1.363579 0.132315 0.2 -1.2 -0.1
H -0.413967 3.194563 0.477250 1.0 0.1 0.8
H -2.043061 1.565601 1.496667 -0.7 -1.3 0.2
C 1.483229 -0.719190 -0.670803 1.6 -1.9 2.0
C -2.198303 -1.122214 -0.344107 -1.7 -1.4 0.0
S 0.897622 0.592283 0.404626 -0.6 0.5 -0.1
H 3.241902 0.224817 -1.641220 -0.2 1.7 -1.4
C 3.789241 -0.081578 0.213210 1.5 1.2 2.9
N 4.423560 0.318791 1.093551 -0.6 -0.5 -0.8
P -0.752688 1.320570 -0.822307 -1.1 -3.0 1.1
H -1.419968 -1.758349 -0.000172 1.1 -0.5 1.2
```
Positions in Å, forces in eV/Å.

Computed properties:
HOMO-LUMO gap in eV: 8.902
Structure (SMILES): CN(C)P(O)SCCC#N
F_max in Eh/bohr: 0.1072
M in g/mol: 178.2
Lowest unoccupied orbital energy in eV: 0.377

The following is a DFT calculation (ωB97M-V/def2-TZVPD) of a structure of composition C24H25FIN2O7PPt in a non-equilibrium geometry.

```
62
Properties=species:S:1:pos:R:3:forces:R:3
C 4.511556 1.087255 2.693799 0.9 -0.3 1.6
I -2.655679 -3.817280 -1.901512 -0.4 2.7 1.3
C 3.368550 -1.318344 1.469125 -2.3 0.8 0.4
C -4.913001 -1.227849 -2.919667 0.0 0.7 1.3
C 4.092711 1.546065 -1.280411 0.8 -1.1 0.6
C 1.725850 0.884360 2.440738 -0.9 -4.5 -2.2
C -1.110708 0.613258 2.201230 -1.4 2.4 3.3
H 6.213568 1.259404 -0.495330 -1.3 -1.3 -1.9
H 4.166593 2.522224 -1.961780 -0.1 -0.7 0.8
H -6.823409 -2.635918 -3.077013 1.5 1.0 1.8
C 5.543872 0.741899 -1.337269 -0.2 0.3 1.1
C 3.215409 0.177910 2.183913 -1.1 -1.4 -0.5
Pt 4.769578 3.884094 -3.199777 -0.1 -0.3 0.3
H -3.697389 3.536522 0.147781 1.1 -1.5 1.8
H 5.022853 -2.961460 0.958108 -0.4 2.3 0.3
C -5.372211 1.801918 -1.622357 0.1 -1.0 -1.0
C -4.029326 -0.694252 -1.612597 1.8 0.5 1.7
C -3.351083 2.798832 1.009767 -1.1 0.0 -0.3
O 3.596981 -3.979467 -0.974180 -3.5 2.5 0.8
O 5.786566 -0.920153 0.523331 -2.6 -1.6 -0.3
C 2.056292 -2.238046 0.994179 0.1 5.8 1.2
O -6.965974 4.100943 -1.906812 3.4 -0.3 3.1
H -4.148545 2.617816 2.997623 -0.3 0.0 -1.6
C 5.397776 -0.863988 -0.893657 1.4 1.1 -1.5
O -1.462591 1.352416 3.263431 2.5 -4.7 -7.1
N -4.500918 2.765689 2.011499 1.2 1.0 0.3
H 4.346997 -1.313991 -1.142353 1.8 1.0 0.8
H -4.823456 2.459980 -2.445330 -1.1 -1.1 1.9
H -2.367474 3.129574 1.550716 -1.6 -0.9 -1.6
H 6.126925 0.888369 -2.341109 -1.4 -0.5 1.8
H -4.298379 -1.903307 -3.651999 -1.0 1.2 1.8
H -6.207133 1.186179 -2.212566 2.1 1.0 1.5
C -2.919992 -1.789798 -1.006556 -1.0 3.8 1.0
C 5.234268 0.897970 3.980750 -1.1 -1.0 -2.6
C -2.012863 -1.265869 0.273049 -0.1 1.7 0.4
H 6.201609 -1.437659 -1.540206 -1.6 0.9 1.4
H 3.204516 0.913752 -1.716589 1.7 1.3 0.9
H 3.921779 1.859598 -0.142244 0.0 -0.5 -2.7
H -4.952909 3.715222 2.028319 0.5 -1.4 -0.2
H -7.030422 -1.085470 -2.021817 1.7 -2.0 -0.3
C -6.262203 -1.954121 -2.298415 -1.0 1.0 0.3
C 4.945634 -1.843488 1.302131 0.0 0.1 1.6
P 2.232527 -3.952868 0.163599 -0.1 -1.7 -1.7
H 4.883429 1.926889 1.932806 -1.7 -1.2 2.2
O -1.162029 -3.549898 1.251769 2.1 8.2 -2.0
H 5.565683 -0.203029 4.295887 -1.7 2.4 -0.2
C -2.158414 0.258706 0.945872 -1.9 -0.9 -2.7
F -5.999588 -2.686841 -1.020384 -0.2 1.5 -3.1
C 0.578209 -1.533400 1.305129 0.6 1.6 0.5
H 1.138794 -4.225767 -1.852576 -0.4 -0.1 1.4
H -5.225627 -0.266032 -3.522513 0.4 -2.1 1.2
H 5.576396 1.757973 4.715740 -0.2 -1.6 -2.4
N -6.098431 3.924795 -1.051973 -3.7 2.0 -3.6
H 3.363540 -3.231453 -1.620245 0.9 -1.4 0.9
C -0.875435 -2.277519 0.966824 -1.4 -4.3 1.2
C 0.425707 -0.012760 1.985352 2.8 -0.1 0.1
C -4.218355 0.830291 -0.951901 1.4 -3.3 0.4
O -6.114269 2.618942 -0.632676 1.8 -2.5 -0.6
O 0.849443 -4.300118 -0.896120 2.9 1.6 0.4
C -3.258943 1.307139 0.331980 1.8 -2.9 0.4
H 1.573677 1.945420 2.911173 0.4 -2.3 -0.9
H 5.379471 -1.821260 2.414317 -0.9 0.0 -2.5
```
Positions in Å, forces in eV/Å.

Computed properties:
HOMO-LUMO gap in eV: 1.789
F_max in Eh/bohr: 0.1721
M in g/mol: 825.4
Lowest unoccupied orbital energy in eV: -11.094
Charge: +2